An isolated ion of composition C5H13N2 and charge +1 in a non-equilibrium geometry. Source: the Open Molecules 2025 dataset; level of theory: wB97M-V/def2-TZVPD.

The geometry in XYZ format:
```
20
Properties=species:S:1:pos:R:3:forces:R:3
C -1.647160 -0.569897 0.408457 -0.356 -0.173 -0.121
C 1.906730 0.819255 -0.001385 -0.144 0.054 -0.148
C 1.030535 -1.525640 -0.041235 -0.008 0.156 -0.182
C -0.631578 0.474182 0.464729 2.031 0.039 -1.222
C 0.741907 -0.072732 -0.373195 -1.592 0.354 1.124
N -2.667942 -0.391241 -0.347387 0.038 -0.082 0.040
N -1.140804 1.662522 -0.191171 0.030 0.155 0.195
H -1.532261 -1.482726 0.978108 -0.138 -0.105 -0.059
H 2.219958 0.640630 1.023163 0.044 -0.001 0.149
H 1.677717 1.875087 -0.118752 0.044 0.138 0.006
H 2.742763 0.589273 -0.657377 0.115 0.014 -0.027
H 1.087766 -1.679381 1.033896 0.020 -0.041 0.155
H 1.997178 -1.795819 -0.458653 0.049 -0.109 -0.038
H 0.285069 -2.195313 -0.462197 -0.034 -0.176 -0.031
H -0.262888 0.613565 1.485134 -0.173 -0.082 0.068
H 0.473463 0.044455 -1.424101 -0.040 -0.005 -0.034
H -3.410367 -1.068235 -0.480343 0.139 -0.004 0.075
H -0.418032 2.171045 -0.684710 -0.017 -0.071 -0.009
H -1.561033 2.300941 0.474029 0.008 0.082 -0.022
H -2.677528 0.516363 -0.838015 -0.016 -0.143 0.081
```
Forces are in eV/Å.

## Properties
Molecular weight in g mol⁻¹: 101.17
Kohn-Sham gap in eV: 10.31
Structure (SMILES): CC(C)[C@@H](N)C=[NH2+]
2S+1: 1
Electronic energy in eV: -8369.5261
Relative energy (zero: lowest compared OMol25 entry of this formula, charge and spin) in kJ/mol: 123.9
Total charge: +1

Want to see where the charge sits? The natural (NBO) charges in e are:
1 C 0.304
2 C -0.625
3 C -0.635
4 C -0.163
5 C -0.137
6 N -0.618
7 N -0.861
8 H 0.241
9 H 0.221
10 H 0.214
11 H 0.242
12 H 0.216
13 H 0.247
14 H 0.210
15 H 0.240
16 H 0.215
17 H 0.441
18 H 0.397
19 H 0.391
20 H 0.459

***

A 2-piece molecular cluster, C5H13N2 overall in a non-equilibrium geometry. Source: the Open Molecules 2025 dataset; level of theory: wB97M-V/def2-TZVPD.

The geometry in XYZ format:
```
20
Properties=species:S:1:pos:R:3:forces:R:3
C 0.511113 2.194936 0.307220 0.496 0.170 0.513
C 1.602443 2.574878 0.953369 -0.267 -0.026 -0.089
N -0.695783 1.815298 1.018493 0.157 -0.100 -1.149
H 0.481074 2.115174 -0.766872 -0.247 0.071 -0.133
H 2.468484 2.938474 0.421988 0.080 -0.248 -0.051
H 1.645320 2.568578 2.036565 -0.017 0.182 0.006
H -0.690771 2.272212 1.920879 -0.152 -0.148 0.277
H -1.501162 2.160464 0.498820 0.000 0.135 0.178
H -0.861648 0.402902 0.988212 -0.257 -0.373 1.132
C 0.470750 -2.344947 -2.116174 -0.715 0.269 0.884
C -0.485217 -1.697450 -1.137533 0.198 -0.427 -0.210
C -0.162347 -1.426802 0.115908 -0.141 0.037 -0.417
N -1.089017 -0.794384 1.056142 0.642 0.353 -0.672
H 1.349172 -2.672180 -1.566237 0.231 0.003 -0.323
H -0.052962 -3.209476 -2.521623 0.242 -0.050 -0.234
H 0.710227 -1.645961 -2.913705 0.158 -0.125 -0.111
H -1.496282 -1.556832 -1.512866 -0.050 0.207 0.193
H 0.839918 -1.564914 0.496483 -0.044 -0.020 0.159
H -0.997265 -1.223973 1.974163 -0.049 0.305 0.101
H -2.046051 -0.905998 0.746775 -0.267 -0.215 -0.053
```
Forces are in eV/Å.

## Properties
Molecular weight in g mol⁻¹: 101.17
Kohn-Sham gap in eV: 10.29
2S+1: 1
Electronic energy in eV: -8368.5813
Relative energy (zero: lowest compared OMol25 entry of this formula, charge and spin) in kJ/mol: 215.1
Total charge: +1

Want to see where the charge sits? The natural (NBO) charges in e are:
1 C -0.052
2 C -0.397
3 N -0.811
4 H 0.218
5 H 0.237
6 H 0.204
7 H 0.412
8 H 0.405
9 H 0.445
10 C -0.635
11 C -0.146
12 C -0.093
13 N -0.757
14 H 0.223
15 H 0.239
16 H 0.238
17 H 0.206
18 H 0.222
19 H 0.426
20 H 0.416

***

A 2-piece molecular cluster, C5H13N2 overall in a non-equilibrium geometry. Source: the Open Molecules 2025 dataset; level of theory: wB97M-V/def2-TZVPD.

The geometry in XYZ format:
```
20
Properties=species:S:1:pos:R:3:forces:R:3
C -0.541191 1.758723 -0.559139 -0.431 -0.047 0.056
C 0.731623 2.110438 -0.362917 -0.242 0.550 -0.179
N 1.138494 3.431753 -0.362866 -0.091 -0.539 0.543
N -0.935808 0.345577 -0.565382 1.135 -0.551 -0.748
H -1.332862 2.459849 -0.778811 -0.055 -0.076 0.195
H 1.528920 1.376327 -0.279441 -0.083 0.006 0.241
H 1.825761 3.611936 0.358259 0.285 0.087 -0.315
H 0.378469 4.092107 -0.261202 0.019 0.032 -0.180
H -1.283544 0.006948 -1.464625 -0.283 0.327 -0.126
H -1.563177 -0.012203 0.155760 -0.191 0.628 0.165
H -0.085086 -0.230211 -0.442972 -0.089 -0.042 0.031
C -0.397977 -1.682890 1.486560 1.306 -0.117 0.518
C 0.496677 -2.308222 0.439175 0.256 0.251 -0.382
C 0.187749 -2.546571 -0.838368 -0.445 0.257 0.636
H -0.024119 -0.683668 1.767579 -0.309 0.060 -0.328
H -1.456333 -1.686392 1.236393 -0.057 -0.109 0.143
H -0.198074 -2.195512 2.436834 -0.589 -0.253 -0.266
H 1.511399 -2.525162 0.768955 -0.193 -0.233 0.096
H 0.806578 -3.090856 -1.535589 0.238 0.200 0.041
H -0.787500 -2.231972 -1.198205 -0.182 -0.430 -0.140
```
Forces are in eV/Å.

## Properties
Molecular weight in g mol⁻¹: 101.17
Kohn-Sham gap in eV: 10.24
2S+1: 1
Electronic energy in eV: -8368.0575
Relative energy (zero: lowest compared OMol25 entry of this formula, charge and spin) in kJ/mol: 265.6
Total charge: +1

Want to see where the charge sits? The natural (NBO) charges in e are:
1 C -0.207
2 C 0.060
3 N -0.759
4 N -0.696
5 H 0.229
6 H 0.215
7 H 0.399
8 H 0.388
9 H 0.435
10 H 0.444
11 H 0.466
12 C -0.689
13 C -0.181
14 C -0.416
15 H 0.214
16 H 0.206
17 H 0.269
18 H 0.223
19 H 0.238
20 H 0.161

***

An isolated ion of composition C5H13N2 and charge +1 in a non-equilibrium geometry. Source: the Open Molecules 2025 dataset; level of theory: wB97M-V/def2-TZVPD.

The geometry in XYZ format:
```
20
Properties=species:S:1:pos:R:3:forces:R:3
C 0.638607 -0.483963 -3.069580 -4.068 -0.480 -0.991
C 0.087227 0.405152 -1.817014 5.625 -2.580 -0.835
C 0.370343 -0.422392 -0.488319 0.860 2.304 -0.946
C -0.183213 0.174675 0.818433 0.141 -3.304 2.985
C -0.905853 -0.512861 1.788699 -2.160 0.299 -2.614
N -1.309406 -0.109305 3.157620 0.450 -2.137 -0.712
N 0.631849 1.123941 1.536198 0.898 4.862 0.881
H 1.631386 -0.649319 -3.138325 3.655 0.108 0.614
H 0.283417 -1.551959 -3.267121 -0.332 1.149 1.370
H 0.408141 -0.132298 -4.106690 -0.169 0.770 1.088
H -0.890204 0.491180 -1.851034 -4.787 0.976 -0.699
H 0.652572 1.347746 -1.888592 -0.535 -0.173 0.331
H -0.159566 -1.357457 -0.689663 0.802 -0.237 0.473
H 1.535743 -0.379209 -0.482529 -1.950 -1.068 0.567
H -1.503950 -1.332253 1.346860 0.515 0.089 0.431
H -2.307880 0.149404 3.152237 0.550 0.499 -0.426
H -1.432433 -1.045040 3.663754 0.761 1.585 -0.596
H 0.486946 1.011874 2.575372 -0.101 -0.125 -0.827
H 0.289374 2.173204 1.379772 1.181 -2.467 0.107
H 1.676899 1.098881 1.379922 -1.336 -0.067 -0.199
```
Forces are in eV/Å.

## Properties
Molecular weight in g mol⁻¹: 101.17
Kohn-Sham gap in eV: 10.27
Structure (SMILES): CCC/C([NH3+])=C/N
2S+1: 1
Electronic energy in eV: -8366.8395
Relative energy (zero: lowest compared OMol25 entry of this formula, charge and spin) in kJ/mol: 383.1
Total charge: +1

Want to see where the charge sits? The natural (NBO) charges in e are:
1 C -0.645
2 C -0.368
3 C -0.444
4 C 0.083
5 C 0.034
6 N -0.877
7 N -0.727
8 H 0.210
9 H 0.222
10 H 0.239
11 H 0.199
12 H 0.207
13 H 0.257
14 H 0.227
15 H 0.203
16 H 0.405
17 H 0.401
18 H 0.471
19 H 0.451
20 H 0.450

***

An isolated ion of composition C5H13N2 and charge +1 in a non-equilibrium geometry. Source: the Open Molecules 2025 dataset; level of theory: wB97M-V/def2-TZVPD.

The geometry in XYZ format:
```
20
Properties=species:S:1:pos:R:3:forces:R:3
C 0.911788 0.411187 1.456180 2.652 -0.704 4.047
C 0.849615 -0.835378 0.667306 -5.902 -1.387 -1.652
C 0.301692 -0.585889 -0.829716 1.528 1.409 0.939
C -0.679230 0.536939 -0.879165 -0.974 0.917 -2.466
C -0.839401 1.628744 -1.665433 1.336 -0.626 -0.591
N -1.984883 0.270367 -0.112662 -0.052 0.727 2.711
N 1.810859 -1.885527 0.674688 2.152 1.149 -0.424
H 1.812329 0.920306 1.213972 0.914 0.993 -0.068
H 0.127803 1.153627 1.476887 -0.573 -0.156 -0.508
H 1.032573 0.087506 2.618685 -0.183 0.826 -2.617
H -0.095999 -1.269736 1.175198 0.761 -0.107 -0.841
H -0.374268 -1.399750 -1.072665 0.545 -0.679 -0.473
H 1.142548 -0.425412 -1.620806 -1.575 -0.335 1.433
H -1.771674 1.796498 -2.173457 -1.045 0.630 0.978
H -0.093552 2.292761 -2.165276 0.062 -1.426 0.635
H -1.559104 0.429947 0.909328 -1.799 -0.048 -2.268
H -2.651082 1.029857 -0.400526 0.845 -0.491 0.817
H -2.603289 -0.573660 0.007464 1.396 0.079 -0.849
H 2.010733 -2.184991 -0.316231 -0.054 0.406 1.594
H 2.652549 -1.397387 1.036226 -0.036 -1.177 -0.395
```
Forces are in eV/Å.

## Properties
Molecular weight in g mol⁻¹: 101.17
Kohn-Sham gap in eV: 9.24
Structure (SMILES): C=C([NH3+])C[C@H](C)N
2S+1: 1
Electronic energy in eV: -8366.1833
Relative energy (zero: lowest compared OMol25 entry of this formula, charge and spin) in kJ/mol: 446.4
Total charge: +1

Want to see where the charge sits? The natural (NBO) charges in e are:
1 C -0.647
2 C -0.015
3 C -0.480
4 C 0.187
5 C -0.398
6 N -0.771
7 N -0.796
8 H 0.224
9 H 0.209
10 H 0.246
11 H 0.125
12 H 0.242
13 H 0.262
14 H 0.223
15 H 0.263
16 H 0.469
17 H 0.455
18 H 0.455
19 H 0.375
20 H 0.371

***

An isolated ion of composition C5H13N2 and charge +1 in a non-equilibrium geometry. Source: the Open Molecules 2025 dataset; level of theory: wB97M-V/def2-TZVPD.

The geometry in XYZ format:
```
20
Properties=species:S:1:pos:R:3:forces:R:3
C 0.700636 1.871808 -0.739102 -1.223 3.035 -0.804
C 0.889079 0.445817 -0.508066 -1.226 -1.469 2.378
C -0.465210 -0.382847 -0.709552 3.467 -2.205 -1.177
C -1.096659 -0.474690 0.586339 -3.095 0.289 1.771
C -2.267858 0.110264 1.041257 2.778 -2.065 -2.059
N -0.278810 -1.460043 1.470181 -5.384 -0.795 1.060
N 2.088689 -0.072870 -1.148015 -4.609 -1.775 -4.472
H 0.541341 1.905892 -1.804252 0.494 0.594 -0.849
H -0.231191 2.495349 -0.425058 1.543 -1.543 0.417
H 1.639779 2.386282 -0.457994 -0.724 0.129 -0.273
H 0.938993 0.345571 0.627872 1.170 0.104 -1.183
H -0.062118 -1.495420 -0.923594 -1.057 2.327 -0.085
H -1.093736 -0.068548 -1.531772 -0.143 0.173 0.004
H -2.787852 -0.277643 1.904119 0.025 0.589 0.338
H -2.751902 0.749528 0.278125 0.147 -0.361 0.899
H 0.628402 -1.134627 1.583999 2.164 0.958 1.132
H -0.886829 -1.735192 2.311946 1.656 1.450 -0.548
H -0.200499 -2.395997 1.123267 0.189 -0.684 -1.528
H 2.851885 0.285013 -0.782834 4.594 2.088 2.743
H 2.184640 0.248067 -2.184233 -0.766 -0.836 2.235
```
Forces are in eV/Å.

## Properties
Molecular weight in g mol⁻¹: 101.17
Kohn-Sham gap in eV: 9.73
Structure (SMILES): C=C([NH3+])C[C@H](C)N
2S+1: 1
Electronic energy in eV: -8366.8829
Relative energy (zero: lowest compared OMol25 entry of this formula, charge and spin) in kJ/mol: 378.9
Total charge: +1

Want to see where the charge sits? The natural (NBO) charges in e are:
1 C -0.649
2 C -0.004
3 C -0.485
4 C 0.156
5 C -0.352
6 N -0.712
7 N -0.822
8 H 0.213
9 H 0.235
10 H 0.232
11 H 0.132
12 H 0.232
13 H 0.261
14 H 0.231
15 H 0.256
16 H 0.444
17 H 0.460
18 H 0.437
19 H 0.360
20 H 0.372